# 1
This record from OMol25 describes C21H30N2O2S as an isolated structure. The level of theory is ωB97M-V/def2-TZVPD.

energy: -1475.57123 Eh
E_HOMO: -8.3 eV
relative energy (zero: lowest compared OMol25 entry of this formula, charge and spin): 24.207 eV

Last column: Mulliken charge in e.
Atoms and positions in Å:
C -2.437 -5.965 -1.475  -0.938
H -3.411 -6.037 -1.054  0.367
O -2.367 -5.047 -2.528  -0.419
C -2.478 -3.605 -2.060  0.761
C -2.610 -3.099 -0.861  -0.077
C -2.727 -1.796 -0.286  -1.810
C -2.751 -0.751 -1.146  -0.469
C -2.432 -1.271 -2.712  -1.773
C -2.315 -2.584 -3.026  -0.596
H -2.359 -2.883 -4.049  0.379
H -2.372 -0.640 -3.292  1.492
C -2.584 0.542 -0.913  -0.251
H -3.388 1.219 -1.819  0.233
H -3.277 0.541 0.094  0.082
C -1.332 1.302 -0.864  2.846
C -0.547 0.646 0.420  -0.471
C -0.892 1.264 1.666  -1.460
N -0.452 2.631 1.855  0.465
C 0.857 2.692 2.426  -1.090
C 1.985 2.080 2.053  0.329
N 2.414 0.949 2.204  -0.014
C 3.397 0.398 1.722  -0.160
C 3.853 1.177 0.642  0.127
S 2.932 2.746 0.790  -0.167
H 4.826 0.994 -0.307  0.186
C 3.805 -1.047 1.725  0.412
C 2.593 -1.826 1.479  -1.568
H 3.109 -3.134 1.730  0.251
H 2.308 -1.835 0.634  0.609
H 1.793 -1.728 2.243  0.222
C 4.449 -1.177 3.181  -1.607
H 4.787 -2.051 3.301  0.627
H 5.194 -0.452 3.361  0.359
H 3.541 -0.711 3.853  0.271
H 4.638 -1.124 1.061  0.396
H 0.759 2.325 3.604  0.249
H 1.088 3.902 2.323  0.296
C -0.636 3.247 0.749  -0.306
C -1.636 2.701 -0.267  -1.877
H -1.736 3.339 -0.994  0.831
H -2.743 2.774 0.387  0.280
H -0.676 4.347 1.033  0.391
H 0.449 3.307 -0.017  0.063
H -1.872 1.196 1.947  0.526
H -0.034 0.618 2.426  0.276
H -0.824 -0.529 0.190  0.272
H 0.408 0.766 -0.001  0.405
C -0.833 1.302 -2.175  -1.747
O -1.323 1.616 -3.276  -0.404
H -1.594 2.632 -2.927  0.490
H 0.299 1.820 -2.050  0.280
H -0.319 0.195 -2.386  0.441
H -2.853 -1.790 0.559  1.344
H -2.758 -3.956 0.140  -0.029
H -1.706 -5.881 -0.784  0.407
H -2.344 -6.960 -1.918  0.268

# 2
This record from OMol25 describes an isolated molecule of C21H30N2O6S. The level of theory is ωB97M-V/def2-TZVPD.

energy: -1777.38767 Eh
E_HOMO: -9.0 eV
relative energy (zero: lowest compared OMol25 entry of this formula, charge and spin): 0.000 eV
structure (SMILES): CCOC(=O)[C@H]1CCCN(C(=O)c2cccc(S(=O)(=O)N3C[C@@H](C)O[C@@H](C)C3)c2)C1

Last column: Mulliken charge in e.
Atoms and positions in Å:
C 3.001 1.500 -3.427  -0.986
C 2.415 2.404 -2.354  -0.077
H 1.349 2.203 -2.212  0.127
H 2.562 3.460 -2.596  0.313
O 3.093 2.178 -1.112  -0.346
C 2.433 1.574 -0.133  0.102
O 1.255 1.317 -0.153  -0.554
C 3.389 1.247 1.006  0.663
H 4.132 2.047 1.050  0.499
C 2.686 1.091 2.358  -1.377
C 1.781 -0.141 2.389  0.465
H 0.934 0.018 1.722  -0.461
C 2.546 -1.383 1.932  -1.157
N 3.151 -1.152 0.640  0.059
C 2.631 -1.560 -0.540  0.378
O 3.112 -1.245 -1.613  -0.727
C 1.408 -2.424 -0.455  -0.740
C 1.470 -3.809 -0.363  -0.082
C 0.302 -4.554 -0.326  -0.900
C -0.929 -3.920 -0.378  -0.751
C -0.980 -2.543 -0.488  0.465
C 0.173 -1.788 -0.538  0.059
H 0.116 -0.716 -0.636  0.855
S -2.593 -1.757 -0.563  1.265
O -3.161 -1.993 -1.859  -0.718
O -3.334 -2.207 0.586  -0.676
N -2.183 -0.143 -0.444  0.255
C -2.846 0.775 -1.345  -1.220
H -2.982 0.256 -2.292  0.614
C -4.196 1.216 -0.767  0.727
C -4.869 2.270 -1.633  -1.652
H -5.810 2.570 -1.180  0.381
H -4.229 3.145 -1.710  0.353
H -5.057 1.871 -2.625  0.408
O -4.008 1.769 0.523  -0.441
C -3.437 0.842 1.430  0.551
C -3.310 1.532 2.780  -1.687
H -4.286 1.882 3.104  0.400
H -2.648 2.390 2.694  0.369
H -2.914 0.840 3.517  0.400
C -2.075 0.361 0.910  -1.116
H -1.704 -0.451 1.536  0.611
H -1.355 1.186 0.904  0.260
H -4.095 -0.039 1.509  0.356
H -4.835 0.319 -0.686  0.263
H -2.193 1.644 -1.480  0.343
H -1.854 -4.474 -0.336  0.479
H 0.353 -5.630 -0.253  0.401
H 2.431 -4.299 -0.319  0.514
C 4.106 -0.068 0.642  -1.451
H 4.886 -0.279 1.380  0.476
H 4.552 -0.002 -0.352  0.530
H 3.353 -1.607 2.640  0.450
H 1.881 -2.245 1.878  0.467
H 1.401 -0.297 3.400  0.507
H 3.453 1.001 3.133  0.423
H 2.095 1.983 2.570  0.434
H 4.045 1.749 -3.599  0.296
H 2.939 0.461 -3.111  0.203
H 2.448 1.627 -4.353  0.400

no.,maximum force (eV Å⁻¹),HOMO-LUMO gap (eV)
1,17.70,8.692
2,1.18,9.617